1.
This record from the OMol25 dataset describes a structure of composition C24H66FN6O6Pd. The level of theory is ωB97M-V/def2-TZVPD.

CARTESIAN COORDINATES (ANGSTROEM)
Pd (0.267, -1.052, -1.995)
F (0.539, 0.134, -0.236)
C (-0.335, 2.675, -4.228)
C (0.176, 1.221, -4.037)
C (1.593, 1.233, -3.521)
O (2.065, 0.013, -2.888)
C (3.455, 0.125, -2.447)
N (-0.731, 0.636, -2.974)
H (0.398, 3.276, -4.767)
H (-0.550, 3.134, -3.263)
H (-1.214, 2.710, -4.870)
H (0.036, 0.550, -4.885)
H (1.708, 1.993, -2.748)
H (2.344, 1.460, -4.277)
H (3.303, 0.535, -1.449)
H (4.123, 0.724, -3.065)
H (3.862, -0.881, -2.342)
H (-0.790, 1.442, -2.368)
H (-1.638, 0.702, -3.412)
C (3.591, -2.553, -0.388)
C (2.444, -3.275, -1.114)
C (2.535, -4.802, -0.890)
O (3.731, -5.294, -1.434)
C (3.795, -6.747, -1.576)
N (1.219, -2.644, -0.583)
H (3.607, -2.972, 0.618)
H (3.450, -1.472, -0.382)
H (4.508, -2.653, -0.969)
H (2.540, -3.081, -2.182)
H (1.748, -5.238, -1.506)
H (2.456, -5.113, 0.152)
H (2.889, -7.354, -1.587)
H (4.380, -7.061, -0.712)
H (4.337, -6.927, -2.505)
H (1.362, -2.549, 0.413)
H (0.546, -3.393, -0.663)
C (0.349, -1.477, 2.966)
C (1.469, -0.418, 3.025)
C (2.303, -0.383, 4.311)
O (3.129, 0.686, 4.338)
C (3.841, 0.934, 5.567)
N (2.300, -0.618, 1.861)
H (0.682, -2.515, 2.978)
H (-0.320, -1.435, 2.107)
H (-0.204, -1.580, 3.899)
H (1.077, 0.586, 2.865)
H (2.819, -1.332, 4.457)
H (1.789, -0.348, 5.272)
H (4.705, 0.305, 5.781)
H (3.171, 0.804, 6.416)
H (4.145, 1.976, 5.668)
H (3.101, -0.018, 1.727)
H (1.647, -0.457, 1.107)
C (-1.828, 1.628, 3.043)
C (-2.898, 0.917, 2.221)
C (-4.052, 1.797, 1.801)
O (-3.524, 2.791, 0.996)
C (-4.369, 3.904, 0.938)
N (-2.338, 0.251, 1.037)
H (-2.192, 2.238, 3.870)
H (-1.374, 2.313, 2.327)
H (-0.964, 1.088, 3.431)
H (-3.283, 0.133, 2.873)
H (-4.716, 2.132, 2.598)
H (-4.800, 1.196, 1.283)
H (-5.206, 3.606, 0.306)
H (-3.749, 4.663, 0.460)
H (-4.598, 4.335, 1.912)
H (-1.331, 0.175, 1.064)
H (-2.355, 0.915, 0.276)
C (-0.161, 5.245, -0.276)
C (0.464, 3.816, -0.251)
C (1.168, 3.566, 1.059)
O (2.175, 4.454, 1.169)
C (2.502, 4.741, 2.490)
N (-0.595, 2.842, -0.501)
H (0.502, 6.109, -0.241)
H (-0.955, 5.597, 0.383)
H (-0.681, 5.304, -1.233)
H (1.147, 3.727, -1.095)
H (1.535, 2.545, 0.960)
H (0.433, 3.634, 1.861)
H (2.937, 3.939, 3.086)
H (1.620, 5.068, 3.041)
H (3.129, 5.627, 2.584)
H (-1.280, 2.868, 0.242)
H (-0.191, 1.925, -0.376)
C (-3.827, -2.297, -0.110)
C (-2.858, -2.547, -1.285)
C (-3.770, -2.728, -2.513)
O (-4.461, -3.944, -2.529)
C (-4.968, -4.368, -3.808)
N (-1.953, -1.412, -1.318)
H (-4.364, -1.350, -0.170)
H (-3.276, -2.409, 0.823)
H (-4.644, -3.019, -0.134)
H (-2.398, -3.526, -1.150)
H (-3.070, -2.619, -3.341)
H (-4.622, -2.052, -2.436)
H (-5.930, -3.862, -3.884)
H (-5.101, -5.447, -3.880)
H (-4.359, -3.997, -4.632)
H (-2.399, -0.684, -1.858)
H (-1.924, -1.037, -0.380)

Summary:
- Spin multiplicity: 4
- Charge: 0
- Molecular weight: 660.25 g/mol
- Lowest unoccupied orbital energy (spin up / spin down): 0.7 / 0.0 eV
- Largest force on an atom: 0.073 Eh/bohr
- HOMO level (spin up / spin down): -2.881 / -8.467 eV
- HOMO-LUMO gap (spin up / spin down): 3.5 / 8.4 eV

=====

2.
This record from the OMol25 dataset describes a structure of composition C20H20IN6O6RhS2. The level of theory is ωB97M-V/def2-TZVPD.

CARTESIAN COORDINATES (ANGSTROEM)
Rh (0.081, 0.261, -0.422)
O (5.243, -2.571, -0.766)
C (5.346, -1.396, -1.380)
O (6.390, -0.960, -1.775)
C (4.086, -0.615, -1.567)
C (4.036, 0.608, -2.202)
N (2.771, 1.054, -2.118)
N (1.990, 0.187, -1.473)
C (2.775, -0.815, -1.110)
C (2.131, -1.803, -0.218)
O (2.628, -2.878, 0.066)
O (0.958, -1.419, 0.202)
H (4.320, -2.788, -0.510)
H (4.822, 1.165, -2.684)
H (2.395, 1.940, -2.412)
C (-0.341, 3.777, -1.662)
C (-1.450, 2.837, -1.354)
N (-1.369, 1.536, -1.161)
C (-2.616, 0.956, -1.002)
C (-3.648, 1.829, -1.027)
S (-3.052, 3.406, -1.285)
C (-2.629, -0.505, -0.987)
C (-3.685, -1.350, -0.981)
S (-3.128, -2.950, -1.162)
C (-1.507, -2.428, -1.225)
N (-1.390, -1.122, -1.108)
C (-0.419, -3.419, -1.471)
H (0.507, 3.234, -2.063)
H (-0.042, 4.293, -0.748)
H (-0.679, 4.519, -2.384)
H (-4.703, 1.628, -0.940)
H (-4.733, -1.114, -0.906)
H (-0.842, -4.405, -1.652)
H (0.261, -3.478, -0.625)
H (0.157, -3.118, -2.347)
N (1.773, 1.432, 2.123)
C (1.571, 2.326, 1.138)
O (0.973, 1.944, 0.031)
C (1.946, 3.653, 1.250)
I (-0.591, 4.351, 2.168)
H (1.299, 0.547, 2.087)
H (2.076, 1.772, 3.019)
H (1.879, 4.302, 0.394)
H (2.512, 3.988, 2.105)
O (-0.717, 0.267, 1.457)
N (-1.542, -0.666, 1.959)
C (-2.839, -0.355, 2.102)
C (-3.707, -1.270, 2.655)
C (-3.225, -2.506, 3.062)
C (-1.870, -2.778, 2.943)
C (-1.032, -1.831, 2.395)
H (-3.107, 0.640, 1.779)
H (-4.747, -1.002, 2.770)
H (-3.896, -3.242, 3.483)
H (-1.448, -3.714, 3.279)
H (0.030, -1.955, 2.260)

Summary:
- Spin multiplicity: 2
- Charge: +1
- Molecular weight: 734.36 g/mol
- Lowest unoccupied orbital energy (spin up / spin down): -4.1 / -4.1 eV
- Largest force on an atom: 0.024 Eh/bohr
- HOMO level (spin up / spin down): -9.260 / -10.390 eV
- Energy above the lowest of the compared OMol25 structures with the same formula, charge and spin: 55.53 kcal/mol
- HOMO-LUMO gap (spin up / spin down): 5.2 / 6.3 eV

=====

3.
This record from the OMol25 dataset describes the molecule C21H23N3O3. The level of theory is ωB97M-V/def2-TZVPD.

CARTESIAN COORDINATES (ANGSTROEM)
C (0.754, 0.187, -3.215)
H (0.802, -0.621, -2.686)
O (0.130, 1.320, -2.664)
C (-1.125, 1.141, -2.245)
C (-1.719, 0.090, -2.478)
C (-3.224, -0.131, -2.110)
C (-3.887, 0.875, -1.362)
C (-2.961, 2.095, -1.316)
C (-1.634, 2.132, -1.642)
C (-0.893, 3.414, -1.205)
N (0.124, 2.861, -0.487)
C (0.283, 3.225, 0.870)
O (-0.447, 4.242, 1.580)
C (1.215, 2.600, 1.708)
H (2.213, 3.380, 1.879)
H (1.607, 1.685, 1.306)
C (0.763, 2.239, 3.302)
H (1.505, 1.516, 3.710)
C (-0.558, 1.441, 2.906)
C (-0.628, 0.294, 1.933)
O (-1.132, 0.434, 0.916)
N (0.271, -0.857, 2.063)
C (0.545, -1.745, 1.072)
C (-0.064, -2.100, -0.050)
C (0.718, -3.061, -0.998)
C (1.539, -3.824, -0.252)
C (2.165, -3.523, 1.187)
C (1.597, -2.500, 1.549)
C (1.862, -1.958, 3.064)
N (1.105, -0.793, 3.206)
H (2.622, -2.181, 3.596)
H (3.015, -4.193, 1.434)
C (2.002, -5.072, -1.030)
H (2.493, -4.729, -1.859)
H (1.251, -5.773, -1.105)
H (2.723, -5.657, -0.642)
H (0.286, -3.266, -1.795)
H (-0.946, -1.453, -0.411)
H (-1.383, 2.014, 2.838)
H (-0.761, 0.657, 3.938)
H (0.436, 3.088, 3.882)
H (0.606, 2.028, -0.609)
H (-1.472, 4.031, -0.653)
H (-0.416, 3.792, -1.994)
H (-3.432, 2.819, -0.791)
H (-4.905, 1.080, -1.267)
H (-3.845, -0.881, -2.368)
H (-1.494, -0.733, -2.958)
H (1.920, 0.537, -3.525)
H (0.376, -0.166, -4.223)

Summary:
- Spin multiplicity: 1
- Charge: 0
- Molecular weight: 365.43 g/mol
- Structure (SMILES): COc1ccccc1CNC(=O)CCCC(=O)n1ncc2cc(C)ccc21
- Lowest unoccupied orbital energy: 0.2 eV
- Largest force on an atom: 0.261 Eh/bohr
- HOMO level: -8.254 eV
- Energy above the lowest of the compared OMol25 structures with the same formula, charge and spin: 389.49 kcal/mol
- HOMO-LUMO gap: 8.4 eV

=====

4.
This record from the OMol25 dataset describes the ion C10H22IO with charge +1. The level of theory is ωB97M-V/def2-TZVPD.

CARTESIAN COORDINATES (ANGSTROEM)
C (-4.183, 0.632, 0.320)
C (2.090, 2.561, 0.696)
C (-3.379, -0.268, -0.529)
C (2.781, 1.587, 1.624)
C (-1.892, -0.254, -0.351)
C (2.247, 0.157, 1.633)
C (-1.392, -1.107, -1.490)
C (2.542, -0.407, 0.219)
C (0.147, -1.386, -1.379)
C (2.059, -1.796, 0.024)
O (0.565, -1.907, -0.139)
I (-0.444, -3.901, 0.314)
H (-3.713, 1.620, 0.091)
H (-4.143, 0.454, 1.389)
H (-5.319, 0.537, 0.094)
H (1.238, 2.899, 1.302)
H (1.902, 2.147, -0.279)
H (2.699, 3.400, 0.518)
H (-3.792, -1.371, -0.521)
H (-3.560, 0.187, -1.559)
H (3.842, 1.634, 1.264)
H (2.811, 1.958, 2.614)
H (-1.384, 0.707, -0.314)
H (-1.797, -0.915, 0.591)
H (2.778, -0.531, 2.389)
H (1.191, 0.094, 1.849)
H (-1.861, -2.096, -1.620)
H (-1.594, -0.641, -2.466)
H (2.243, 0.295, -0.634)
H (3.682, -0.419, 0.208)
H (0.787, -0.414, -1.503)
H (0.493, -1.986, -2.134)
H (2.233, -2.457, 0.933)
H (2.621, -2.207, -0.864)

Summary:
- Spin multiplicity: 1
- Charge: +1
- Molecular weight: 285.19 g/mol
- Lowest unoccupied orbital energy: -7.4 eV
- Largest force on an atom: 0.085 Eh/bohr
- HOMO level: -13.828 eV
- Energy above the lowest of the compared OMol25 structures with the same formula, charge and spin: 22.15 kcal/mol
- HOMO-LUMO gap: 6.4 eV